Entry 1:
A molecular structure, C4H6F12MgN2O11S4 in a non-equilibrium geometry. Source: the OMol25 dataset; level of theory: wB97M-V/def2-TZVPD.

Atoms and positions in Å:
Mg1 16.77 -0.97 -1.43
C1 19.49 -0.55 1.41
F1 20.55 -1.05 0.74
F2 19.89 -0.44 2.69
F3 19.20 0.59 0.88
S1 17.85 -1.70 1.38
O1 17.94 -2.73 2.44
O2 16.73 -0.82 1.54
N1 17.74 -2.13 -0.32
S2 18.62 -3.41 -0.50
O3 19.06 -3.45 -1.88
O4 19.67 -3.58 0.51
C2 17.47 -4.97 -0.19
F4 16.23 -4.71 0.20
F5 17.39 -5.76 -1.21
F6 18.17 -5.63 0.80
C3 16.67 1.18 -4.75
F7 17.71 0.70 -5.42
F8 17.10 1.74 -3.68
F9 15.92 2.14 -5.36
S3 15.38 -0.22 -4.24
O5 14.40 0.59 -3.57
O6 14.92 -0.73 -5.53
N2 16.20 -1.36 -3.21
S4 16.15 -2.85 -3.87
O7 16.47 -3.80 -2.81
O8 14.91 -3.24 -4.57
C4 17.52 -2.91 -5.19
F10 17.05 -2.28 -6.34
F11 18.55 -2.22 -4.63
F12 18.02 -4.04 -5.47
O9 18.39 -0.11 -2.06
H1 19.13 -0.66 -2.30
H2 18.54 0.71 -2.54
O10 16.00 0.88 -1.04
H3 15.95 1.39 -0.23
H4 15.18 1.09 -1.50
O11 14.95 -1.74 -0.84
H5 14.88 -2.13 0.03
H6 14.10 -1.90 -1.25

Its total energy is -4084.03594 hartree. The expectation value of S² is 0.764. The gap between HOMO and LUMO (alpha / beta) comes out at 0.408 / 0.143 Ha. Its multiplicity is 2. Its charge is +1. Its lowest unoccupied orbital energy (alpha / beta) is -3.50 / -10.29 eV.

Atomic partial charges in e from the Mulliken method, atoms 1 to 5: 1.50, 0.73, -0.21, -0.21, -0.21


Entry 2:
A molecular structure, C35H30AsBrCoN3O3 in a non-equilibrium geometry. Source: the OMol25 dataset; level of theory: wB97M-V/def2-TZVPD.

Atoms and positions in Å:
Co1 0.03 0.29 0.23
C1 -2.62 -0.89 1.16
O1 -1.17 -0.99 1.08
C2 -0.54 -1.80 2.03
C3 -1.19 -2.40 3.09
C4 -0.42 -3.21 3.93
Br1 -1.25 -4.06 5.37
C5 0.94 -3.37 3.73
C6 1.59 -2.72 2.67
C7 0.81 -1.95 1.83
O2 1.30 -1.22 0.73
C8 3.05 -2.88 2.54
N1 3.69 -3.86 3.10
C9 5.03 -3.64 2.79
C10 6.15 -4.38 3.16
C11 7.38 -3.91 2.75
C12 7.50 -2.73 1.99
C13 6.40 -2.00 1.61
C14 5.17 -2.48 2.02
N2 3.87 -2.01 1.85
H1 -2.90 -0.36 2.07
H2 -3.03 -1.90 1.16
H3 -2.95 -0.35 0.28
H4 -2.24 -2.28 3.28
H5 1.54 -3.99 4.39
H6 1.85 -1.77 0.15
H7 6.05 -5.29 3.73
H8 8.28 -4.45 3.03
H9 8.49 -2.39 1.70
H10 6.51 -1.09 1.03
H11 3.61 -1.14 1.42
N3 3.16 2.39 -0.88
C15 2.17 1.84 -0.21
O3 1.45 0.96 -0.76
C16 1.88 2.21 1.20
C17 0.58 1.53 1.63
H12 3.31 2.12 -1.84
H13 3.75 3.09 -0.47
H14 1.80 3.29 1.30
H15 2.72 1.88 1.82
H16 -0.26 2.21 1.69
H17 0.65 0.90 2.51
C18 -5.89 2.70 -1.98
C19 -5.38 2.58 -0.69
C20 -4.08 2.16 -0.50
C21 -3.29 1.88 -1.61
C22 -3.79 1.98 -2.90
C23 -5.10 2.40 -3.07
As1 -1.43 1.50 -1.34
C24 -0.53 1.50 -3.03
C25 -0.52 0.48 -3.98
C26 0.23 0.65 -5.13
C27 0.96 1.81 -5.32
C28 0.94 2.83 -4.37
C29 0.19 2.68 -3.21
C30 0.08 3.67 -2.12
C31 0.68 4.93 -2.10
C32 0.48 5.77 -1.01
C33 -0.33 5.38 0.05
C34 -0.94 4.12 0.03
C35 -0.71 3.28 -1.04
H18 -6.91 3.03 -2.12
H19 -6.01 2.81 0.17
H20 -3.69 2.07 0.51
H21 -3.17 1.75 -3.76
H22 -5.50 2.49 -4.07
H23 -1.10 -0.43 -3.83
H24 0.23 -0.13 -5.89
H25 1.54 1.94 -6.23
H26 1.50 3.74 -4.55
H27 1.28 5.27 -2.93
H28 0.94 6.75 -1.00
H29 -0.51 6.05 0.87
H30 -1.59 3.83 0.85

Its total energy is -7933.74957 hartree. The gap between HOMO and LUMO (alpha / beta) comes out at 0.218 / 0.187 Ha. Its charge is +2. Its lowest unoccupied orbital energy (alpha / beta) is -6.79 / -7.66 eV. The calculation puts the energy relative to the best compared isomer or geometry (same formula, charge and spin) at 13.3 kcal per mole.

Atomic partial charges in e from the Mulliken method, atoms 1 to 5: 0.39, -0.92, -0.48, 0.77, -0.49


Entry 3:
A single C4H6N2 molecule in a non-equilibrium geometry. Source: the OMol25 dataset; level of theory: wB97M-V/def2-TZVPD.

Atoms and positions in Å:
C1 -1.62 -1.09 0.52
C2 0.15 0.27 0.89
C3 1.35 0.74 0.43
C4 0.14 -0.08 -1.13
H1 -2.55 -1.10 -0.19
H2 -1.36 -2.24 0.46
H3 -1.85 -0.64 1.61
H4 -0.53 0.26 1.86
H5 2.08 1.61 0.70
H6 -0.32 -0.46 -2.17
N1 -0.65 -0.06 -0.07
N2 1.28 0.56 -0.87

Its total energy is -265.41072 hartree. As for the structure (SMILES): Cn1ccnc1. The gap between HOMO and LUMO comes out at 0.340 Ha. Its lowest unoccupied orbital energy is 0.76 eV. The calculation puts the energy relative to the best compared isomer or geometry (same formula, charge and spin) at 78.3 kcal per mole.

Atomic partial charges in e from the Mulliken method, atoms 1 to 5: -0.67, 0.08, -0.43, 0.01, 0.26


Entry 4:
A molecular structure, C31H25FeN6O3S6Si in a non-equilibrium geometry. Source: the OMol25 dataset; level of theory: wB97M-V/def2-TZVPD.

Atoms and positions in Å:
Fe1 0.53 -0.74 -0.41
C1 -1.37 1.06 -2.12
C2 -1.36 2.01 -0.14
C3 0.03 1.89 0.47
C4 1.17 1.34 -0.36
N1 1.09 0.80 -1.59
C5 -0.01 0.51 -2.33
N2 2.48 1.41 0.24
C6 3.07 0.28 0.31
N3 2.39 -0.94 0.10
C7 3.21 -1.95 0.14
N4 2.91 -3.21 -0.07
C8 1.67 -3.60 -0.54
C9 1.48 -5.00 -0.68
C10 0.35 -5.50 -1.26
C11 -0.63 -4.62 -1.73
C12 -0.43 -3.29 -1.54
N5 0.66 -2.76 -0.92
C13 4.58 -1.44 0.47
C14 5.78 -2.09 0.65
C15 6.90 -1.32 0.97
C16 6.80 0.06 1.11
C17 5.58 0.71 0.91
C18 4.48 -0.06 0.60
H1 -2.02 0.84 -2.97
H2 -2.01 2.51 0.57
H3 0.35 2.81 0.96
H4 0.22 0.11 -3.31
H5 2.27 -5.64 -0.30
H6 0.22 -6.57 -1.35
H7 -1.54 -4.97 -2.21
H8 -1.17 -2.56 -1.85
H9 5.84 -3.16 0.55
H10 7.85 -1.80 1.13
H11 7.68 0.63 1.37
H12 5.49 1.78 1.01
S1 1.68 4.55 5.88
C19 1.57 3.20 4.91
S2 2.63 1.86 4.99
C20 1.94 0.81 3.75
C21 0.88 1.41 3.12
S3 -0.15 0.65 1.93
S4 0.40 2.99 3.70
S5 2.66 -0.72 3.52
O1 -5.29 2.33 -0.78
S6 -4.20 1.75 -1.52
O2 -4.54 1.26 -2.84
N6 -3.42 0.69 -0.66
C22 -1.98 0.72 -0.75
O3 -1.64 -0.53 -0.16
C23 -1.49 2.57 -1.61
C24 -0.53 3.60 -2.07
C25 -0.94 4.79 -2.59
C26 -2.32 5.11 -2.72
C27 -3.30 4.18 -2.32
C28 -2.93 2.98 -1.80
H13 0.52 3.38 -1.97
H14 -0.20 5.51 -2.91
H15 -2.62 6.07 -3.14
H16 -4.35 4.41 -2.43
C29 -4.40 -2.04 -0.59
Si1 -3.22 -1.08 0.51
C30 -2.39 -2.52 1.44
C31 -3.99 -0.19 1.97
H17 -4.94 -2.78 0.02
H18 -3.83 -2.60 -1.34
H19 -5.11 -1.40 -1.10
H20 -3.12 -3.03 2.09
H21 -1.57 -2.16 2.07
H22 -1.97 -3.28 0.76
H23 -4.39 -0.92 2.69
H24 -4.78 0.49 1.65
H25 -3.21 0.39 2.48

Its total energy is -5692.98920 hartree. The expectation value of S² is 8.815. The gap between HOMO and LUMO (alpha / beta) comes out at 0.206 / 0.202 Ha. Its multiplicity is 6. Its charge is -2. Its lowest unoccupied orbital energy (alpha / beta) is 4.25 / 3.61 eV. The calculation puts the energy relative to the best compared isomer or geometry (same formula, charge and spin) at 106.3 kcal per mole.

Atomic partial charges in e from the Mulliken method, atoms 1 to 5: 0.19, 0.50, -0.81, -0.60, 0.59